The following is a quantum chemistry calculation of a 2-piece molecular cluster, C11H26N2O4P overall, from the OMol25 dataset.

Results
- LUMO energy (eV) = -2.777
- E (eV) = -32280.6623
- largest force on an atom (Eh/bohr) = 0.033
- Kohn-Sham gap (eV) = 8.5
- net charge = +1

Last column: Löwdin charge in e.
Geometry (Å):
H 0.60612 2.09609 1.11885  0.037
C 1.12677 -1.47557 2.21095  -0.267
H 5.45252 4.14340 -4.70569  0.094
N -3.74950 0.17906 0.65535  0.098
C 5.72577 3.11206 -4.50497  -0.032
C -1.39084 -0.02799 1.53892  -0.442
H 2.66930 -0.82168 -2.21663  0.080
N -3.63296 -2.42458 1.67882  0.015
H -2.94325 2.38292 3.07615  0.136
P 0.35922 -0.34385 0.97993  0.969
O -1.59165 1.31580 1.99992  -0.129
H -3.24422 -2.15875 2.57882  0.073
C -4.03103 0.96870 1.91052  -0.054
H 3.81538 -1.24072 -3.50478  0.099
H 2.03407 1.25927 1.72235  0.044
H -1.45276 -1.76837 -0.84828  0.103
H -4.70458 0.38358 2.51987  0.128
H -1.61222 -0.68161 2.38162  0.106
C 1.26274 1.24797 0.95758  -0.251
O 4.57937 2.50242 -3.90001  0.003
H -1.61221 -3.03287 1.22956  0.108
H 4.41385 -0.76406 -1.89456  0.098
O 3.60574 0.77703 -3.03387  -0.009
H 5.97685 2.61348 -5.43855  0.099
H -1.94814 0.45240 -0.40936  0.151
H -4.06886 0.73982 -0.13391  0.182
H -2.73110 0.74399 3.61305  0.128
C -2.78889 1.37090 2.72108  -0.179
C -2.35523 -1.62245 -0.27003  -0.163
O 5.73659 0.56427 -3.75927  0.132
H -4.32166 -0.67009 0.65271  0.138
H -4.15265 -3.27318 1.88332  0.089
C -2.53590 -2.75240 0.72912  -0.232
H 1.73300 1.38017 -0.00730  0.024
H 0.32846 -1.96037 2.76910  0.026
H 6.57632 3.08559 -3.82729  0.099
H -4.56342 1.86178 1.61046  0.129
H -2.85144 -3.62351 0.16552  0.119
C 3.64331 -0.59616 -2.64520  -0.047
H 1.78389 -0.99559 2.92756  0.041
C -2.32053 -0.22672 0.35103  -0.274
C 4.74372 1.21913 -3.58515  -0.621
H 1.63133 -2.25504 1.65906  0.028
H -3.20132 -1.68427 -0.95637  0.124